1.
9
Properties=species:S:1:pos:R:3:forces:R:3 method="wB97M-V/def2-TZVPD" orbital_gap_ev=11.875 charge=+1 fmax_ha_per_bohr=0.049
C 1.3944 -1.3348 -1.0820 0.3 0.0 0.0
C -0.9459 0.8343 -0.1397 -1.9 0.5 -1.6
N -0.0563 0.1716 0.9024 -1.2 -0.2 -0.2
O 1.9066 -1.8344 -1.9364 0.0 -0.2 -0.3
O -1.3913 0.1835 -1.0309 0.9 0.8 1.2
H -1.2595 1.9430 0.0816 1.0 -1.8 -0.2
H 0.2352 0.9934 1.4513 -0.1 -1.2 1.1
H 0.7667 -0.2989 0.4848 -0.1 0.1 -0.5
H -0.6500 -0.6575 1.2689 1.1 2.0 0.3


2.
15
Properties=species:S:1:pos:R:3:forces:R:3 method="wB97M-V/def2-TZVPD" orbital_gap_ev=10.307 fmax_ha_per_bohr=0.157
C -0.9418 0.0081 -0.0793 -2.7 -1.4 -2.3
C 0.2130 0.5071 0.6307 3.6 1.6 -6.0
C 1.5865 -0.1507 0.2074 0.7 -4.0 3.4
H -1.9533 -1.5247 -0.1045 -4.1 -1.6 -0.2
H -0.8673 -1.2120 1.3371 -1.0 -2.4 -4.4
H -2.6846 0.0189 -0.6995 2.0 2.6 -1.1
H 0.0180 0.6165 1.6488 0.1 1.0 1.9
H -0.2861 2.1659 -0.5061 1.1 -1.1 0.5
H 1.8816 -1.1137 1.1418 -0.9 2.5 -3.3
H 2.4737 0.6690 0.5060 -2.4 -2.2 -1.9
H 1.5462 -0.0463 -1.8863 -0.9 -3.2 2.7
N -1.0236 -1.4410 0.0388 3.6 3.9 6.0
N -1.8211 0.7669 -0.7405 -0.5 -4.5 2.8
O 0.5239 1.6066 -0.2997 -1.2 3.3 1.3
O 1.3348 -0.8706 -1.1949 2.5 5.6 0.8


3.
46
Properties=species:S:1:pos:R:3:forces:R:3 method="wB97M-V/def2-TZVPD" spin_multiplicity=2 orbital_gap_ev="7.000 / 4.224" charge=+1 fmax_ha_per_bohr=0.049
Cd 0.7447 -0.5571 0.4030 -0.9 -0.1 0.5
P 2.3542 -1.1863 -1.5901 0.0 -0.9 0.8
P -0.1767 -1.8532 2.4427 -0.9 0.1 0.5
N 0.0685 0.8505 -1.4166 0.9 0.7 -1.2
N -1.3713 0.3685 0.7476 0.3 0.7 -0.3
H -1.4682 2.1604 -2.0536 0.5 0.0 0.2
H -2.1548 2.3361 0.5407 0.0 -0.3 -0.3
H -0.3843 2.8241 -0.8003 0.2 -0.3 -0.2
C -0.8872 1.9052 -1.1480 0.0 0.2 0.0
H -2.8002 1.1382 -0.6088 0.2 0.1 0.3
C -1.8807 1.4595 -0.0766 -0.7 -0.5 0.5
H 0.7728 1.7708 -3.1686 -0.3 -0.6 -0.1
H -3.0310 0.5448 2.0154 0.4 -0.3 -0.1
C 0.7970 0.8764 -2.5170 -0.8 0.8 0.4
C -2.0802 0.0145 1.8053 0.1 -0.5 0.6
C 1.5698 -0.2417 -2.8827 1.1 0.8 -0.7
C -1.7193 -1.0050 2.6906 -0.3 0.8 -0.4
H 1.9018 -0.3107 -3.9237 -0.1 0.0 0.4
H -2.3975 -1.2170 3.5191 0.4 -0.1 -0.2
H -0.5682 -3.2306 2.3340 0.7 0.4 0.4
H 0.4737 -1.7040 3.7102 -0.1 -0.6 -0.5
H 2.2596 -2.5349 -2.0680 0.5 0.7 0.2
H 3.7441 -0.8142 -1.5694 -0.6 -0.3 -0.5
H -2.2537 -1.3270 -0.7109 0.1 -0.1 0.0
C -1.8570 -2.1119 -1.3695 0.1 0.5 0.5
C -1.9773 -3.4432 -0.6575 -0.1 -0.3 -0.3
C -2.5373 -1.9726 -2.7102 -0.1 -0.4 -0.3
O -0.4293 -1.8976 -1.4689 0.9 1.1 -1.1
H -3.0216 -3.7332 -0.5197 0.1 0.1 0.0
H -1.4723 -4.2217 -1.2442 -0.1 0.1 0.1
H -1.5087 -3.3909 0.3336 -0.1 0.0 -0.3
H -2.5093 -0.9327 -3.0645 0.0 -0.2 0.1
H -2.0797 -2.6209 -3.4689 -0.1 0.1 0.1
H -3.5903 -2.2631 -2.6105 0.2 0.1 -0.1
H -0.1802 -1.1032 -2.0460 -1.4 -1.8 1.1
Br 4.8236 4.0081 0.4148 -0.3 -0.3 0.2
C 3.5090 3.0262 1.3720 -0.3 -0.3 -0.2
C 3.2356 3.3264 2.7080 -0.2 -0.3 -0.2
C 2.2541 2.5881 3.3687 -0.1 -0.1 -0.3
C 1.5815 1.5788 2.6776 0.4 0.1 0.0
N 1.8828 1.2684 1.4085 0.3 0.5 -0.4
C 2.8039 1.9946 0.7362 0.0 0.2 1.1
H 3.7809 4.1217 3.2031 -0.1 -0.1 0.0
H 1.9973 2.7713 4.4096 0.1 0.1 -0.2
H 0.7904 0.9953 3.1607 0.3 0.2 -0.2
H 2.9909 1.7450 -0.3072 0.0 0.0 0.2


4.
76
Properties=species:S:1:pos:R:3:forces:R:3 method="wB97M-V/def2-TZVPD" spin_multiplicity=5 orbital_gap_ev="8.103 / 7.693" charge=+2 fmax_ha_per_bohr=0.009
Ru -0.2089 0.6635 -0.7181 0.2 -0.4 0.0
O 1.1424 -3.2129 -2.7216 0.0 0.0 0.0
C 0.9852 -2.1212 -2.0056 0.0 0.0 0.0
O 0.2031 -1.2323 -2.2739 -0.1 0.2 -0.2
C 1.8537 -2.0449 -0.7999 0.1 0.0 0.0
C 2.8350 -2.9745 -0.5022 0.0 0.0 0.0
C 3.5816 -2.7961 0.6554 0.0 0.0 0.0
C 3.3082 -1.7102 1.4679 0.0 0.0 0.0
C 2.3171 -0.8251 1.0682 0.0 0.0 0.1
N 1.5998 -0.9783 -0.0420 0.0 0.1 0.0
C 1.8690 0.3108 1.9291 -0.1 0.0 0.0
O 1.8351 0.3240 3.1139 0.0 0.0 -0.1
O 1.3885 1.3242 1.1241 0.0 0.2 0.1
H 0.5481 -3.1916 -3.4899 0.0 0.0 0.0
H 3.0044 -3.8146 -1.1598 0.0 0.0 0.0
H 4.3564 -3.5018 0.9215 0.0 0.0 0.0
H 3.8359 -1.5392 2.3959 0.0 0.0 0.0
N 0.7864 4.7942 -1.8579 0.1 -0.1 0.0
C 1.0396 3.4774 -1.7615 0.0 0.0 -0.1
N -0.0051 2.7978 -1.3425 0.2 -0.1 0.0
C -1.0174 3.7373 -1.1402 -0.1 0.1 0.0
C -2.3286 3.5765 -0.6884 0.0 0.0 0.0
C -3.1032 4.7127 -0.5954 0.0 0.0 0.0
C -2.6007 5.9808 -0.9332 0.0 0.0 0.0
C -1.3047 6.1534 -1.3719 0.0 0.0 0.0
C -0.5273 5.0026 -1.4660 0.0 0.0 0.0
H 1.4440 5.4922 -2.1660 0.0 0.0 0.0
H 1.9962 3.0471 -2.0125 0.0 0.0 0.0
H -2.7269 2.6043 -0.4253 0.0 0.0 0.0
H -4.1238 4.6286 -0.2473 0.0 0.0 0.0
H -3.2478 6.8427 -0.8456 0.0 0.0 0.0
H -0.9178 7.1296 -1.6298 0.0 0.0 0.0
C -5.6331 -4.1591 -4.9303 0.0 0.0 0.0
C -4.7357 -3.0207 -4.5451 0.0 0.0 0.0
C -3.9143 -2.4028 -5.4858 0.0 0.0 0.0
C -3.0995 -1.3388 -5.1329 0.0 0.0 0.0
C -3.1233 -0.8813 -3.8239 0.0 0.0 0.0
C -3.9223 -1.4800 -2.8598 0.0 0.0 0.0
C -4.7183 -2.5487 -3.2302 0.0 0.0 0.0
S -2.1089 0.5136 -3.4253 -0.1 0.0 0.0
C -3.2751 1.8399 -3.7062 0.0 0.0 0.0
O -1.9827 0.4854 -1.8878 -0.1 0.1 0.1
H -5.3467 -4.5869 -5.8889 0.0 0.0 0.0
H -6.6654 -3.8142 -5.0119 0.0 0.0 0.0
H -5.6096 -4.9479 -4.1792 0.0 0.0 0.0
H -3.9058 -2.7624 -6.5067 0.0 0.0 0.0
H -2.4557 -0.8776 -5.8731 0.0 0.0 0.0
H -3.9114 -1.1205 -1.8395 0.0 0.0 0.0
H -5.3432 -3.0276 -2.4866 0.0 0.0 0.0
H -4.1272 1.7063 -3.0425 0.0 0.0 0.0
H -3.5856 1.7820 -4.7490 0.0 0.0 0.0
H -2.7713 2.7858 -3.5132 0.0 0.0 0.0
N 0.0004 1.6237 1.4253 0.2 0.1 0.0
C -0.1765 2.6261 2.2204 -0.3 -0.1 0.0
C 0.8771 3.4741 2.7964 0.1 0.0 0.0
C 1.9134 3.9945 2.0188 -0.1 0.0 0.0
C 2.8597 4.8214 2.5974 0.0 0.0 0.0
C 2.7956 5.1094 3.9553 0.0 0.0 0.0
C 1.7708 4.5901 4.7325 0.0 0.0 0.0
C 0.8003 3.7901 4.1532 0.0 0.0 0.0
C -1.5901 2.8998 2.5475 0.1 0.0 0.0
C -2.0030 4.2184 2.7358 0.0 0.0 0.0
C -3.3346 4.4927 2.9975 0.0 0.0 0.0
C -4.2523 3.4548 3.0852 0.0 0.0 0.0
C -3.8419 2.1389 2.9085 0.0 0.0 0.0
C -2.5134 1.8579 2.6382 -0.1 0.0 0.0
H 1.9670 3.7666 0.9632 0.0 0.0 0.0
H 3.6542 5.2391 1.9940 0.0 0.0 0.0
H 3.5456 5.7453 4.4060 0.0 0.0 0.0
H 1.7222 4.8157 5.7887 0.0 0.0 0.0
H -0.0059 3.3936 4.7558 0.0 0.0 0.0
H -1.2844 5.0247 2.6662 0.0 0.0 0.0
H -3.6544 5.5157 3.1425 0.0 0.0 0.0
H -5.2887 3.6691 3.3104 0.0 0.0 0.0
H -4.5552 1.3317 3.0064 0.0 0.0 0.0
H -2.1820 0.8330 2.5326 0.0 0.0 0.0


5.
58
Properties=species:S:1:pos:R:3:forces:R:3 method="wB97M-V/def2-TZVPD" orbital_gap_ev=8.541 fmax_ha_per_bohr=0.246
C -2.4874 3.6269 -0.6025 -1.8 0.2 0.4
C -2.4038 2.2094 -1.1384 0.5 -0.2 -1.6
C -2.0261 1.0935 -0.2233 0.3 -1.3 -0.3
C -2.3212 0.9929 1.0670 0.1 0.0 1.7
N -1.3630 0.0512 -0.9043 -0.3 1.5 0.2
N -1.3210 4.3840 -0.9638 2.7 -0.1 0.5
H -3.3132 4.2076 -1.0530 0.0 -0.7 -0.1
H -2.8356 3.5300 0.4548 0.9 0.4 -0.2
H -1.5893 2.1937 -1.9258 -1.0 0.3 0.5
H -3.3336 1.8603 -1.6406 0.5 0.4 0.2
H -2.1043 0.1379 1.7204 0.1 -0.1 -0.8
H -2.6741 1.7912 1.7087 -0.3 0.3 -0.6
H -1.3292 0.0671 -1.9103 -0.7 -0.4 0.1
H -1.2274 -0.8369 -0.4573 -0.2 -0.3 -0.4
H -0.4372 3.8341 -0.9138 -1.0 0.0 0.0
H -1.0537 5.1377 -0.3338 -0.8 0.1 0.0
H 2.5855 -2.4590 2.0260 0.6 0.9 -0.5
H 3.5236 -1.1871 2.0982 0.0 -0.1 0.0
O 2.9937 -1.7162 1.4935 -0.3 -0.3 0.3
H -1.4526 -2.4815 0.7111 0.0 -0.4 0.2
H -2.5174 -3.2830 -0.0263 0.0 0.0 -0.1
O -1.6027 -2.9933 -0.1088 0.0 0.1 0.2
H 1.3795 2.0524 1.9358 0.1 -0.2 -0.1
H 2.6124 2.6615 2.5714 0.0 -0.1 0.1
O 1.9856 1.9379 2.6793 -0.1 0.2 0.1
H -2.0688 1.7514 -4.0801 0.1 -0.1 -0.1
H -1.3581 0.4657 -4.5664 -0.3 0.4 0.2
O -2.2170 0.8222 -4.2883 0.1 -0.3 -0.1
H 0.6307 0.9097 4.1380 -0.3 -0.3 -0.7
H 0.6413 0.0721 5.3201 -0.3 -0.6 0.1
O 0.2503 0.0602 4.4365 0.6 0.9 0.3
H 2.6473 2.4409 -3.7088 0.0 0.9 0.2
H 1.3451 1.5015 -3.3777 6.6 -1.8 -0.8
O 1.8617 2.3727 -3.1547 7.6 6.1 -0.6
H 0.1251 -2.7749 2.2778 -0.9 0.9 0.8
H -0.6719 -1.6048 3.0200 0.3 -0.1 0.1
O -0.7728 -2.3403 2.4027 -0.2 0.1 -0.7
H 1.4682 -3.7181 3.6003 0.0 0.3 0.0
H 1.2687 -4.3156 2.1631 0.4 1.2 0.0
O 1.4731 -3.4311 2.6776 0.3 -2.3 0.1
H 2.4482 -3.5645 -1.2914 0.4 -0.5 0.0
H 1.0558 -3.3544 -1.4841 -0.1 -0.7 -0.1
O 1.6757 -4.1220 -1.4594 -0.1 0.7 0.1
H 1.2401 -0.4295 1.5817 -0.2 0.5 -0.7
H -0.1804 -0.2109 0.9885 0.2 0.2 0.2
O 0.7455 0.0328 0.8630 0.6 -0.4 0.9
H 1.2789 -1.1683 -0.4538 0.0 0.5 -0.4
H 1.2978 -1.0187 -2.0478 0.2 0.3 0.3
O 1.0353 -1.5702 -1.3090 -0.1 -0.4 -0.1
H -0.0941 -4.5737 0.8037 0.2 -0.2 -0.9
H 1.2043 -5.3808 0.2634 -0.4 0.7 -0.5
O 0.6386 -5.1727 1.0176 -0.1 -0.5 1.2
H 1.1083 1.8448 -0.2444 0.0 -0.3 0.3
H 1.6514 2.7244 -1.3675 0.4 0.1 0.1
O 1.4784 2.7198 -0.4093 -0.4 0.1 -0.2
H 0.5943 2.1198 -3.1585 -3.0 1.1 -0.2
H 0.0493 1.0131 -2.2666 0.5 -0.9 0.1
O 0.4623 1.0871 -3.1502 -11.4 -5.4 1.3


6.
23
Properties=species:S:1:pos:R:3:forces:R:3 method="wB97M-V/def2-TZVPD" orbital_gap_ev="8.513 / 8.668" fmax_ha_per_bohr=0.076
C -1.0724 -1.9371 -0.4662 0.0 -1.0 0.8
C 1.6258 0.3951 -0.8038 3.6 0.9 -1.1
C 0.5938 -0.3560 -1.5379 -1.2 -0.6 -1.4
C 2.0154 -0.3939 0.4417 -0.4 -1.6 -1.4
C -0.5490 -0.5561 -0.5655 1.4 0.7 0.4
C -1.0014 1.8959 1.3412 2.2 -1.0 0.7
N 0.9342 -0.4040 1.2816 -3.8 -0.6 0.5
O -0.5298 -2.8272 -1.1164 -1.6 1.3 1.3
O -2.0213 -2.1753 0.4946 0.9 -0.8 -0.9
O -2.8564 0.4555 0.3052 1.1 -0.3 -0.4
O -1.5258 1.7772 -1.3240 0.6 -0.1 0.3
S -1.5457 0.9472 -0.1468 -2.5 0.0 1.1
H 2.6047 0.4756 -1.3965 -1.4 0.0 0.4
H 1.3586 1.4417 -0.5793 -0.1 -0.5 0.2
H 0.1775 0.2513 -2.3615 0.2 0.1 0.3
H 1.0104 -1.2744 -2.0928 -0.9 1.0 1.5
H 2.3862 -1.4003 0.2413 0.1 0.0 -0.6
H 2.7708 0.1276 0.9008 2.1 1.5 1.2
H -1.7422 2.2329 2.0899 -0.4 -0.9 -1.0
H -0.2010 1.2257 1.8543 -1.4 1.3 -0.9
H -0.5488 2.8154 0.9953 0.4 0.0 -0.4
H -2.3790 -1.3985 0.9670 0.3 0.3 -0.8
H 0.4955 -1.3183 1.4778 0.9 0.2 0.1


no.,energy (eV)
1,-7715.32871
2,-10309.46812
3,-114600.60227
4,-66382.58172
5,-36406.22864
6,-26911.42937